{
  "formula": "C5H12O2S",
  "method": "ωB97M-V/def2-TZVPD",
  "elements": ["H", "C", "H", "H", "S", "C", "O", "H", "H", "H", "H", "H", "C", "H", "H", "H", "C", "H", "O", "C"],
  "positions_angstrom": [[1.508, 2.581, -0.234], [-0.924, -0.811, 2.225], [-1.636, -0.902, 1.318], [-0.512, -1.781, 2.449], [-0.096, 0.795, 0.157], [0.031, 0.258, 1.741], [0.725, 0.513, -1.223], [-0.446, -0.342, -2.704], [-0.143, -2.678, -1.898], [0.394, 2.727, 1.204], [-0.392, -1.790, -0.534], [-1.333, -0.486, 3.172], [0.350, -1.822, -1.364], [1.375, -0.507, -2.771], [1.272, -1.964, -0.773], [1.147, 0.270, 1.834], [0.477, -0.503, -2.137], [-0.347, 3.149, -0.205], [-1.884, 0.884, -0.469], [0.436, 2.407, 0.212]],
  "forces_ev_per_a": [[-2.276, -0.378, 0.716], [-0.132, 0.183, -2.005], [0.329, 0.030, 2.080], [0.526, -0.455, -0.277], [-7.563, -0.148, -1.422], [1.118, -0.305, -1.822], [0.876, 1.205, 0.445], [0.256, 0.380, 0.008], [1.498, 0.574, -0.078], [0.448, 0.106, 1.786], [0.086, 0.850, -0.488], [-0.759, 0.304, -0.100], [-1.028, -0.583, 0.960], [-0.458, -0.077, -0.081], [-0.071, -0.769, -0.827], [-0.758, -0.061, 0.975], [-0.801, -2.063, 0.155], [1.240, -1.724, -0.246], [5.863, -0.668, 2.188], [1.606, 3.598, -1.968]],
  "smiles": "CC=[S@](C)(=O)OCC"
}

{
  "formula": "C5H12O3",
  "method": "ωB97M-V/def2-TZVPD",
  "elements": ["C", "H", "H", "H", "H", "C", "H", "H", "O", "H", "C", "H", "H", "H", "O", "O", "C", "C", "H", "H"],
  "positions_angstrom": [[0.710, -1.064, -1.111], [3.071, -1.277, -0.200], [4.434, 0.924, 0.760], [-1.610, 2.811, 1.008], [0.826, 0.830, -0.201], [3.511, 0.525, 1.094], [-0.992, 0.168, -1.334], [-0.964, -1.324, -2.268], [-1.573, -1.515, -0.247], [0.997, -2.108, -1.089], [1.449, 0.000, -0.487], [2.919, 1.196, 1.679], [-2.104, 1.499, 0.558], [3.843, -0.096, 1.861], [-1.366, 2.161, 0.456], [-3.373, 0.395, 0.788], [-0.793, -0.933, -1.310], [2.754, -0.201, 0.052], [-3.576, -0.072, 1.610], [-2.135, -0.846, 0.215]],
  "forces_ev_per_a": [[-0.607, 0.748, 3.028], [0.285, 1.856, 0.164], [0.780, 0.873, -0.762], [-1.248, 3.784, 3.054], [0.024, 0.781, -0.192], [-1.415, 0.250, -0.627], [-0.115, -0.759, -0.166], [-0.865, -0.975, -1.380], [2.236, -1.054, -1.559], [0.953, -0.015, -0.481], [1.039, -1.320, 0.344], [-0.480, 1.170, -0.400], [-0.451, -0.457, 0.224], [0.555, -2.068, 1.005], [1.662, -3.665, -3.177], [1.025, -0.701, -0.295], [-0.197, 2.783, 1.934], [-2.337, -2.902, -0.763], [0.044, 0.276, -0.137], [-0.889, 1.395, 0.186]]
}

| no. | DFT total energy (Ha) | maximum force (hartree/bohr) |
| --- | --- | --- |
| 1 | -746.12640 | 0.150 |
| 2 | -423.21117 | 0.100 |